1.
8
Properties=species:S:1:pos:R:3:forces:R:3 method="wB97M-V/def2-TZVPD" homo_lumo_gap_ha=0.35899 homo_energy_ev=-9.6 relative_energy_ev=1.1591
C 0.922336 -0.288139 -0.726821 -1.315 -1.041 -0.932
O 0.313928 1.229727 1.438320 -2.470 2.503 1.159
S 2.301528 0.737014 -0.706537 1.847 1.075 0.489
S 1.210412 0.226858 1.027708 2.272 -2.697 -2.093
I -3.154282 -1.012754 0.180828 -0.038 -0.214 -0.164
H 0.081395 0.208933 -1.228203 -0.118 -0.420 0.645
H 1.096228 -1.319302 -1.100400 -0.283 0.556 0.729
H -2.771546 0.217660 1.115103 0.105 0.237 0.168



2.
8
Properties=species:S:1:pos:R:3:forces:R:3 method="wB97M-V/def2-TZVPD" homo_lumo_gap_ha=0.26877 homo_energy_ev=-9.3 relative_energy_ev=2.3087
C -0.697900 0.140257 -0.297024 -0.983 -3.509 -1.792
O -0.913969 -3.647427 0.362836 -0.172 -0.199 0.515
S -0.787609 -1.900206 -1.884295 -0.053 2.057 1.152
S -1.731911 -3.363141 -0.802505 0.264 0.452 -0.286
I -3.853556 -2.179333 -0.080557 0.185 -0.061 0.021
H -0.166078 -0.382691 0.415177 0.985 -0.705 1.552
H -1.733177 0.163500 -0.288386 -1.840 0.074 0.523
H -0.268092 0.823292 -0.908636 1.612 1.891 -1.684



3.
8
Properties=species:S:1:pos:R:3:forces:R:3 method="wB97M-V/def2-TZVPD" smiles="CSI.O=S" homo_lumo_gap_ha="0.26089 / 0.25982" homo_energy_ev="-8.6 / -8.6" relative_energy_ev=1.4721
C -0.330248 0.416272 1.147284 0.009 -0.060 -0.291
S -1.768299 0.000099 0.117033 0.107 -0.038 0.161
I -0.984282 -1.969532 -0.949295 -0.173 -0.077 0.056
H 0.072517 -0.471916 1.631222 -0.073 0.055 -0.001
H -0.694387 1.104871 1.906194 -0.039 0.065 0.032
H 0.428531 0.903178 0.536605 0.019 -0.055 0.085
O 1.262198 0.641757 -2.134654 -0.015 0.112 0.033
S 2.013970 -0.624729 -2.254388 0.166 -0.001 -0.074



4.
8
Properties=species:S:1:pos:R:3:forces:R:3 method="wB97M-V/def2-TZVPD" multiplicity=3 homo_lumo_gap_ha="0.30390 / 0.26281" homo_energy_ev="-9.0 / -8.9" relative_energy_ev=0.1387
C 0.102820 0.980057 -0.485388 0.116 -1.043 1.928
O 2.404652 -1.517483 1.223881 -2.341 -1.441 -0.735
S 0.454779 1.389591 1.264085 -0.209 -0.165 -0.498
S 3.579080 -0.779423 1.555564 2.187 1.335 1.026
I 4.527396 0.253487 -0.386012 0.086 0.146 -0.307
H 0.881722 1.498579 -1.065537 -1.178 -0.366 -0.486
H -0.989933 0.949505 -0.604260 0.386 1.340 -0.727
H 0.185442 -0.122390 -0.485395 0.954 0.194 -0.202



5.
6
Properties=species:S:1:pos:R:3:forces:R:3 method="wB97M-V/def2-TZVPD" homo_lumo_gap_ha="0.23400 / 0.33886" homo_energy_ev="-8.7 / -9.9" relative_energy_ev=2.9256
C 0.653561 -0.811855 0.600112 -0.886 0.998 0.795
S -0.494497 0.928165 -1.804574 -0.797 0.285 0.812
I 0.023722 0.347512 2.196150 0.328 -0.464 -0.515
H -0.030534 -1.453273 0.138103 -1.143 -1.071 -0.087
H 1.400421 -0.487203 -0.048450 1.551 0.763 -0.440
H -1.552672 1.476655 -1.081341 0.946 -0.511 -0.566



6.
6
Properties=species:S:1:pos:R:3:forces:R:3 method="wB97M-V/def2-TZVPD" homo_lumo_gap_ha="0.32955 / 0.27842" homo_energy_ev="-9.7 / -8.1" relative_energy_ev=3.9055
C 0.021780 0.192091 -0.523450 0.299 -0.927 1.702
S 0.706804 1.137056 0.767544 -0.146 0.147 -0.637
I 0.757498 -1.708096 -1.047217 -0.107 0.483 0.086
H -2.056803 -0.651346 0.429423 0.406 0.273 -0.287
H -0.210010 0.825820 -1.325762 -0.495 0.503 -1.188
H 0.780731 0.204475 1.699461 0.042 -0.479 0.325